ORCA calculation (ωB97M-V/def2-TZVPD) on a cluster of 2 separate species, C3H3ClN2OS in total.

```
11
Properties=species:S:1:pos:R:3:forces:R:3
C 0.623 -1.014 1.453 4.163 1.191 -2.903
C 0.606 0.315 -0.348 -3.067 -0.826 1.291
C -0.679 -0.276 -0.205 1.444 0.695 -0.974
H 0.466 -1.592 3.569 3.779 -0.536 -4.184
H -1.387 0.868 -2.016 -1.194 -1.144 1.275
H -1.296 -1.716 1.419 1.117 1.406 -2.499
N 1.308 -0.206 0.646 2.758 0.690 2.327
N -0.554 -1.207 0.798 -2.881 -2.179 3.849
O 1.383 -1.700 2.436 -6.400 1.171 2.881
S -2.121 0.043 -1.090 0.398 1.137 -1.578
Cl 0.972 1.829 -1.208 -0.117 -1.607 0.515
```
Forces are in eV/Å.

The calculation puts the energy above the lowest of the compared OMol25 structures with the same formula, charge and spin at 3.694 eV. The net charge is 0. The energy is -31540.84016 eV.

***

ORCA calculation (ωB97M-V/def2-TZVPD) on the ion C4H11N4O with charge +1.

```
20
Properties=species:S:1:pos:R:3:forces:R:3
C 1.497 2.427 -0.819 -0.414 3.690 0.608
C 0.957 1.021 -0.941 -0.022 -0.779 -0.229
C -0.391 1.055 -1.478 -1.592 -0.749 -0.430
N -1.526 0.643 -0.993 2.285 0.438 1.074
N -1.829 0.263 0.291 -2.541 0.200 0.840
O -0.989 -0.527 1.024 -0.744 1.718 -0.489
N -1.119 -2.057 0.468 -0.086 -0.293 -1.128
N -0.422 -2.792 1.009 -1.396 -1.762 -1.227
C 0.353 -2.970 2.147 1.903 0.376 1.429
H 1.301 3.014 -1.793 0.391 -0.947 1.402
H 1.138 3.167 0.035 0.048 -2.000 -1.566
H 2.567 2.441 -0.645 0.207 -0.351 -0.279
H 1.527 0.646 -1.834 -0.098 -0.488 1.181
H 0.918 0.379 -0.045 0.854 0.386 -0.378
H -0.503 1.337 -2.502 -0.148 0.633 -0.540
H -2.354 0.960 -1.432 -0.901 -0.009 -1.046
H -2.920 0.177 0.312 2.886 -0.709 0.656
H 1.293 -3.489 1.899 -0.355 0.205 -0.373
H 0.646 -1.952 2.499 -0.458 -1.027 0.816
H -0.147 -3.744 2.800 0.182 1.468 -0.322
```
Forces are in eV/Å.

The calculation puts the energy above the lowest of the compared OMol25 structures with the same formula, charge and spin at 6.688 eV. Its structure (SMILES) is CC/C=[NH+]\NO/N=N\C. The net charge is +1. The energy is -12321.28704 eV.

***

ORCA calculation (ωB97M-V/def2-TZVPD) on a cluster of 6 separate species, C34H75F6NO25P7S2 in total.

```
150
Properties=species:S:1:pos:R:3:forces:R:3
C 0.385 6.681 -3.696 0.130 -0.514 -0.220
C -0.595 5.537 -4.109 -0.165 0.804 0.469
P -0.153 3.950 -3.271 1.810 -0.778 -1.602
C -1.451 2.637 -3.417 -1.623 0.143 1.001
C -1.709 1.869 -2.074 0.519 0.822 -0.529
C 0.277 4.254 -1.460 -2.342 0.589 -0.325
C -0.718 4.894 -0.687 0.443 0.207 1.569
C -2.066 5.316 -1.259 -0.258 0.182 0.241
O -1.897 6.667 -1.633 0.531 0.070 -0.207
O -3.207 7.175 -1.813 -0.803 -0.462 -0.485
C -0.459 5.177 0.682 0.986 -1.311 -0.973
P -1.704 6.053 1.775 -0.495 1.839 -0.263
S -1.975 7.910 1.254 0.342 -0.322 0.075
C 0.836 4.777 1.196 -1.382 0.920 -0.559
O 1.010 5.040 2.500 -0.309 -0.509 0.116
C 0.363 3.945 3.238 0.584 -1.379 0.830
C 0.954 3.662 4.648 0.592 0.360 0.011
C 2.389 4.208 4.879 -0.334 -0.113 0.295
C 0.965 2.115 4.821 -0.410 0.324 -0.752
C -0.448 1.457 4.784 -0.196 -0.518 0.048
C -0.814 0.864 3.382 -0.109 0.186 -0.123
C -1.605 2.344 5.322 0.298 -0.741 0.123
C 1.800 4.162 0.390 -0.208 0.504 0.119
C 3.161 3.800 0.986 0.723 -0.287 1.110
F 3.320 4.296 2.218 -0.684 0.232 0.276
F 4.187 4.360 0.344 -0.125 -0.101 -1.304
C 3.361 2.241 1.194 1.167 0.546 0.314
F 2.483 1.530 0.517 -0.466 -0.438 -0.630
F 4.607 1.959 0.867 0.343 -0.460 -0.688
F 3.252 1.918 2.462 -0.579 0.003 0.652
N 1.483 3.882 -0.938 -0.882 1.839 0.558
S 2.497 3.058 -2.059 2.049 -5.626 -2.630
O 1.760 1.874 -2.437 -0.403 2.266 0.061
O 3.792 2.663 -1.602 -0.713 2.346 0.616
F 2.775 4.026 -3.285 -0.548 -0.274 1.803
H -0.026 7.641 -4.023 0.064 -0.170 0.309
H 0.589 6.690 -2.616 -0.283 0.280 -0.244
H 1.359 6.563 -4.192 -0.306 -0.083 0.082
H -0.431 5.374 -5.184 -0.094 -0.406 0.327
H -1.640 5.858 -3.998 0.271 -0.109 0.171
H -1.236 1.951 -4.246 0.474 0.278 0.321
H -2.419 3.108 -3.677 0.418 0.019 -0.092
H -2.350 0.996 -2.218 0.343 0.051 -0.046
H -2.236 2.545 -1.384 0.197 -0.271 -0.038
H -0.727 1.613 -1.655 -0.454 -0.389 0.137
H -2.410 4.691 -2.094 0.231 0.149 0.086
H -2.867 5.286 -0.499 0.379 -0.200 -0.106
H -3.146 8.115 -1.600 0.498 0.028 0.325
H -1.306 6.009 3.125 0.071 -0.638 -0.404
H -2.918 5.341 1.637 0.591 -0.554 0.235
H -0.726 4.065 3.345 0.285 0.336 -0.364
H 0.514 3.033 2.637 -0.038 0.358 0.110
H 0.307 4.159 5.385 0.071 -0.270 -0.227
H 2.571 5.183 4.409 -0.011 -0.395 -0.031
H 3.107 3.446 4.556 0.044 0.467 -0.028
H 2.535 4.367 5.958 -0.069 -0.216 -0.297
H 1.578 1.801 5.677 -0.447 0.290 0.011
H 1.507 1.731 3.939 -0.012 0.038 0.521
H -0.401 0.584 5.453 0.112 0.341 -0.122
H -0.960 -0.225 3.431 -0.045 0.348 0.005
H -0.034 1.028 2.621 -0.051 -0.083 0.297
H -1.741 1.313 2.984 0.192 -0.235 0.223
H -1.241 2.954 6.159 -0.312 0.043 -0.237
H -2.397 1.685 5.706 0.140 0.279 -0.186
H -2.075 2.935 4.524 0.183 0.094 0.336
C 6.785 -1.119 2.768 0.177 -0.127 0.024
O 5.831 -0.962 3.834 -1.088 0.363 -3.211
P 4.273 -1.579 3.560 -1.920 -2.311 7.722
O 3.631 -0.945 4.760 0.416 0.390 -1.386
O 4.744 -3.119 3.840 -0.337 0.193 -0.906
C 5.447 -3.424 5.038 0.534 -0.011 0.101
O 2.866 -2.121 2.822 2.485 1.627 -2.013
C 3.043 -2.690 1.504 -0.072 -0.228 -0.317
H 7.766 -0.837 3.145 -0.087 0.040 0.090
H 6.825 -2.158 2.427 -0.008 0.033 0.017
H 6.526 -0.471 1.928 0.123 0.005 0.001
H 5.214 -2.721 5.837 -0.073 0.067 -0.092
H 6.523 -3.423 4.853 0.007 0.053 0.053
H 5.158 -4.427 5.347 -0.118 0.021 -0.125
H 3.682 -3.571 1.534 -0.017 0.034 0.001
H 3.481 -1.943 0.840 -0.071 -0.145 -0.193
H 2.069 -2.975 1.115 -0.006 0.051 0.117
C 6.361 -3.936 -3.915 0.142 -0.100 -0.071
O 5.821 -4.058 -2.589 -1.987 1.341 -2.171
P 4.207 -4.560 -2.456 -0.015 -4.316 5.817
O 4.029 -4.262 -1.002 0.009 0.745 -1.042
O 4.610 -6.118 -2.747 -0.452 0.238 -0.452
C 5.621 -6.735 -1.961 0.446 -0.015 -0.141
O 2.612 -4.901 -2.857 2.076 2.269 -1.863
C 2.319 -5.136 -4.251 0.151 -1.145 -0.571
H 7.435 -3.777 -3.830 -0.042 -0.001 0.121
H 6.185 -4.849 -4.494 -0.002 0.030 0.025
H 5.913 -3.085 -4.428 0.073 0.015 -0.077
H 5.710 -6.274 -0.978 -0.077 0.079 -0.031
H 6.582 -6.681 -2.477 0.048 0.036 0.063
H 5.359 -7.785 -1.843 -0.136 0.045 -0.054
H 2.861 -6.011 -4.616 -0.051 -0.262 0.263
H 2.580 -4.262 -4.849 -0.234 -1.198 0.425
H 1.250 -5.320 -4.344 -0.017 0.051 0.198
C -4.083 -2.260 3.629 -0.064 -0.172 0.197
O -4.156 -0.849 3.922 0.237 -1.560 -3.294
P -5.117 0.097 2.886 -2.238 5.912 6.556
O -4.576 1.382 3.458 0.637 -0.574 -1.010
O -6.491 -0.379 3.635 -0.077 -0.338 -0.988
C -6.556 -0.355 5.055 0.113 -0.430 0.363
O -6.042 0.883 1.716 1.624 -3.000 -1.537
C -6.739 0.032 0.777 -0.313 -0.046 -0.173
H -3.583 -2.754 4.460 0.026 0.134 0.022
H -5.083 -2.689 3.513 0.026 0.017 -0.026
H -3.509 -2.429 2.717 0.025 -0.095 0.068
H -5.875 0.381 5.482 0.045 0.022 -0.136
H -6.326 -1.343 5.458 0.053 0.038 0.052
H -7.578 -0.104 5.337 -0.026 0.029 -0.188
H -7.454 -0.605 1.297 0.069 -0.037 -0.026
H -6.030 -0.588 0.230 -0.165 -0.054 -0.089
H -7.277 0.663 0.070 0.103 0.145 0.113
C -6.360 -6.964 0.557 -0.069 -0.163 0.095
O -6.378 -5.570 0.923 0.147 -0.513 -3.321
P -7.318 -4.539 -0.037 -2.743 4.623 5.472
O -6.823 -3.233 0.504 0.415 -1.021 -0.960
O -8.699 -5.044 0.676 -0.007 -0.048 -0.832
C -8.812 -4.995 2.094 0.085 -0.391 0.346
O -8.209 -3.962 -1.340 2.248 -2.672 -0.583
C -8.790 -4.938 -2.231 -0.221 -0.082 -0.069
H -5.864 -7.517 1.351 0.022 0.136 0.025
H -7.377 -7.351 0.440 0.021 0.037 0.032
H -5.808 -7.104 -0.373 0.047 -0.086 0.073
H -8.168 -4.230 2.527 0.041 0.023 -0.121
H -8.564 -5.967 2.523 0.060 0.031 0.038
H -9.849 -4.772 2.338 -0.006 0.038 -0.159
H -9.506 -5.566 -1.699 0.040 0.049 0.035
H -8.013 -5.562 -2.677 -0.079 0.028 -0.098
H -9.310 -4.405 -3.024 0.086 0.117 0.082
C 2.003 0.353 -7.098 0.058 0.226 -0.061
O 1.872 -0.586 -6.014 0.886 -1.566 -2.851
P 2.975 -1.870 -5.981 1.077 -0.325 7.198
O 2.315 -2.701 -4.922 0.043 2.457 -1.765
O 4.179 -0.931 -5.392 0.109 -0.584 -0.788
C 3.945 -0.176 -4.206 -0.142 0.537 0.119
O 4.091 -2.997 -6.543 -2.007 1.929 -2.144
C 4.891 -2.627 -7.688 0.284 0.045 -0.131
H 1.351 1.200 -6.894 -0.024 -0.107 0.089
H 3.033 0.713 -7.182 -0.035 -0.010 0.038
H 1.702 -0.110 -8.039 -0.059 0.116 0.007
H 3.175 -0.624 -3.579 -0.035 -0.083 -0.103
H 3.656 0.844 -4.467 -0.084 -0.021 0.020
H 4.877 -0.128 -3.645 0.059 -0.138 -0.129
H 5.511 -1.758 -7.459 -0.055 -0.025 0.060
H 4.255 -2.411 -8.547 0.086 -0.081 -0.033
H 5.539 -3.466 -7.933 -0.122 -0.062 0.120
```
Forces are in eV/Å.

The net charge is +1. The energy is -192131.07822 eV.

***

ORCA calculation (ωB97M-V/def2-TZVPD) on an isolated molecule of C4H2O2.

```
8
Properties=species:S:1:pos:R:3:forces:R:3
O -3.341 0.260 0.697 0.920 0.273 -0.433
C -2.268 0.417 0.267 -0.710 -0.191 0.247
C -1.157 0.531 -0.410 0.134 -0.072 0.169
C 0.127 0.427 -0.300 -0.157 0.050 0.171
C 1.405 0.190 -0.131 -0.170 0.237 -0.065
O 1.908 -1.083 -0.059 -0.041 -0.254 0.011
H 2.161 0.963 -0.029 -0.240 -0.131 -0.060
H 1.165 -1.705 -0.035 0.264 0.088 -0.040
```
Forces are in eV/Å.

The calculation puts the energy above the lowest of the compared OMol25 structures with the same formula, charge and spin at 0.856 eV. Its structure (SMILES) is O=C=C=C=CO. The net charge is 0. The energy is -8271.67204 eV.

***

ORCA calculation (ωB97M-V/def2-TZVPD) on a cluster of 2 separate species, C3H10N2O in total.

```
16
Properties=species:S:1:pos:R:3:forces:R:3
C 0.327 -3.848 -0.134 -0.370 1.366 0.069
C 0.066 -2.544 -0.143 0.567 -0.611 -0.274
O 0.818 -1.598 -0.781 -0.471 -0.062 0.202
H -0.389 -4.351 0.477 0.075 -1.123 0.009
H 1.163 -4.259 -0.677 -0.001 -0.461 0.147
H -0.808 -2.210 0.391 0.066 0.714 -0.062
H 1.522 -2.087 -1.223 0.116 0.232 -0.086
N 0.606 2.676 1.024 0.313 -0.972 -0.274
C -0.800 2.511 0.558 0.607 -1.049 0.102
N -1.009 2.140 -0.830 0.825 0.266 -0.108
H 1.241 2.444 0.261 -0.155 0.608 -0.337
H 0.814 1.862 1.602 -0.149 0.301 0.445
H -1.310 3.431 0.732 -0.526 0.564 0.213
H -1.216 1.697 1.157 -0.398 0.343 0.124
H -0.485 1.288 -1.021 -0.210 -0.100 0.012
H -0.540 2.848 -1.392 -0.290 -0.015 -0.183
```
Forces are in eV/Å.

The calculation puts the energy above the lowest of the compared OMol25 structures with the same formula, charge and spin at 2.052 eV. Its structure (SMILES) is C=CO.NCN. The net charge is 0. The energy is -8299.45246 eV.

***

ORCA calculation (ωB97M-V/def2-TZVPD) on an isolated molecule of C3OS4.

```
8
Properties=species:S:1:pos:R:3:forces:R:3
S 2.499 0.561 1.875 -1.934 -0.933 -0.276
C 1.160 0.267 0.974 0.249 1.362 -0.920
O -0.092 -0.349 1.251 1.638 0.341 -1.135
C -0.816 -0.544 0.086 -2.005 -3.775 0.261
S -1.857 -1.889 -0.212 2.198 2.734 1.521
C -0.506 0.323 -1.021 0.659 1.719 -1.298
S -1.559 0.611 -2.246 1.325 0.168 0.823
S 1.172 1.021 -0.708 -2.129 -1.615 1.024
```
Forces are in eV/Å.

The calculation puts the energy above the lowest of the compared OMol25 structures with the same formula, charge and spin at 1.094 eV. Its structure (SMILES) is S=C1OC(=S)C(=S)S1. The net charge is 0. The energy is -48496.93443 eV.